Record 1
A 2-piece molecular cluster, C9H14O2 overall. Source: OMol25; level of theory: ωB97M-V/def2-TZVPD.

XYZ file:
```
25
Properties=species:S:1:pos:R:3
C -1.85445 1.39232 1.14316
C -2.53109 0.03355 1.27447
O -2.34939 2.06208 -0.04521
H -2.00316 2.07367 1.96438
H -0.80040 1.23582 0.90039
H -1.81819 -0.72521 1.56251
H -3.29659 2.18420 0.00825
H -2.74767 -0.32579 0.26364
H -3.42108 0.07819 1.89602
C 2.01245 0.29862 1.63789
C 0.23176 -1.60135 -1.08956
C 0.87915 -1.12788 -2.20930
C 0.66180 -1.28000 0.21327
C 1.68108 -0.34326 0.32233
C 1.83667 -0.10980 -2.10893
C 2.28231 0.17659 -0.83935
O 0.29628 -1.48255 -3.43047
H -0.56532 -2.33376 -1.15028
H 0.14632 -1.74898 1.03196
H 2.24698 0.16460 -3.07461
H -0.37883 -0.85278 -3.64694
H 2.16845 -0.45956 2.41398
H 1.24613 0.98915 2.00171
H 3.16854 0.77947 -0.66374
H 2.90823 0.92266 1.62444
```

maximum force = 2.301 eV Å⁻¹
energy relative to the best compared isomer or geometry (same formula, charge and spin) = 1.655 eV
calculated total energy = -501.77531 Ha
E_HOMO = -8.86 eV
LUMO level = 0.0307 hartree
SMILES = Cc1ccc(O)cc1.CCO
HOMO-LUMO gap = 9.7 eV

***

Record 2
C29H35N7P2Pd as an isolated structure. Source: OMol25; level of theory: ωB97M-V/def2-TZVPD.

XYZ file:
```
74
Properties=species:S:1:pos:R:3
Pd -0.41993 -4.89188 -2.43629
C 2.69968 -0.39292 1.61026
C 2.66367 -1.27927 0.60976
C 2.69833 -2.78308 0.65270
C 1.34666 -3.51202 0.82599
C 0.91089 -3.71915 2.24149
C 1.32837 -3.07849 3.34772
C 2.46543 -2.11573 3.53063
C 2.28147 -0.64112 3.03536
C -2.26281 -4.31611 -1.73389
H 3.07798 0.62006 1.42086
H 2.55667 -0.91772 -0.41844
H 3.43604 -3.19590 1.35269
H 3.04333 -3.12237 -0.33162
H 0.56553 -3.01419 0.22321
H 1.41838 -4.49799 0.33194
H 0.07547 -4.41911 2.34848
H 0.79446 -3.30338 4.28946
H 3.39795 -2.50231 3.11478
H 2.60552 -2.04959 4.61934
H 1.25749 -0.28774 3.26975
H 2.94496 -0.00253 3.64999
H -2.17872 -4.02841 -0.68114
H -3.04342 -5.07213 -1.95550
H -2.39286 -3.41543 -2.35849
P -0.98367 -6.67688 -1.16052
P 1.83027 -5.62850 -2.94814
N -1.06767 -7.13475 0.69443
N -2.09053 -7.90919 -1.70957
N 3.14725 -6.04898 -1.69911
N 2.99019 -6.09902 -4.34900
C 0.58954 -7.54634 -1.45010
C 1.04588 -7.29966 -2.89779
C -1.84178 -6.57102 1.70507
C -1.78247 -7.38367 2.84334
C -0.96565 -8.50359 2.51307
C -0.54672 -8.32209 1.20068
C -3.26486 -7.71733 -2.44197
C -3.82805 -8.95484 -2.70632
C -2.99006 -9.94638 -2.11216
C -1.94370 -9.28798 -1.49340
C 4.10053 -5.16152 -1.19753
C 4.99575 -5.83858 -0.37806
C 4.64789 -7.22096 -0.42898
C 3.53029 -7.32149 -1.25294
C 4.03096 -7.03840 -4.36433
C 4.33258 -7.36682 -5.68050
C 3.44446 -6.60997 -6.51376
C 2.63533 -5.85292 -5.67688
H 0.57317 -8.61923 -1.23134
H 1.25553 -7.08454 -0.70669
H 1.74771 -8.06574 -3.25411
H 0.17782 -7.24121 -3.59117
H -2.36651 -5.64341 1.54169
H -2.26818 -7.21116 3.78980
H -0.72311 -9.35750 3.11994
H 0.09101 -8.96380 0.61682
H -3.57920 -6.71722 -2.70382
H -4.73710 -9.14364 -3.25717
H -3.12889 -11.01892 -2.12546
H -1.10173 -9.67857 -0.93941
H 4.10153 -4.13305 -1.51047
H 5.80110 -5.39519 0.18926
H 5.14817 -8.05831 0.03915
H 2.98233 -8.20246 -1.54244
H 4.49677 -7.38508 -3.44930
H 5.09402 -8.07120 -5.98601
H 3.40913 -6.63634 -7.59287
H 1.83956 -5.15081 -5.89378
N 0.43244 -2.92471 -2.87940
C -0.05450 -1.87766 -2.57842
N -0.72254 -0.86507 -2.21126
C -0.38468 0.37924 -2.04141
N -0.21628 1.52224 -1.81890
```

maximum force = 4.158 eV Å⁻¹
energy relative to the best compared isomer or geometry (same formula, charge and spin) = 0.000 eV
calculated total energy = -2319.00586 Ha
E_HOMO (alpha / beta) = -11.77 / -12.71 eV
LUMO level (alpha / beta) = -0.2122 / -0.3363 hartree
spin multiplicity = 5
expectation value of S² = 6.075
net charge = +2
HOMO-LUMO gap (alpha / beta) = 6.0 / 3.6 eV

***

Record 3
A 3-piece molecular cluster, C31H59BBr2F4N3O6 overall. Source: OMol25; level of theory: ωB97M-V/def2-TZVPD.

XYZ file:
```
106
Properties=species:S:1:pos:R:3
C -0.97973 0.02209 -2.61211
C 0.13716 1.04503 -2.75536
O -0.41699 2.36955 -2.59473
C 0.85181 0.92987 -4.10935
O 1.09414 -0.39544 -4.45725
B 2.27592 -1.12449 -3.97315
C 1.85496 -2.66131 -3.60996
C 2.42801 -3.65930 -4.61205
C 1.93562 -5.08245 -4.53240
F 2.67607 -5.86821 -5.38398
Br 2.24239 -5.82795 -2.74581
C 0.42839 -5.34501 -4.93687
F 0.34688 -6.45350 -5.67188
F -0.35568 -5.54817 -3.88119
Br -0.39040 -3.92409 -5.97237
O 3.40460 -1.11269 -4.95000
C 4.26959 -0.09739 -4.54484
C 4.16681 -0.09530 -3.02939
F 4.94759 -1.20827 -2.54974
C 4.73149 1.14665 -2.32666
C 3.72017 1.96366 -1.51078
C 4.27444 2.47718 -0.17297
C 3.55056 3.71832 0.33326
N 4.25975 4.31825 1.47428
O 2.86489 -0.36917 -2.76550
H -1.75787 0.40542 -1.94577
H -0.57729 -0.89269 -2.17003
H -1.41055 -0.24723 -3.58036
H 0.87933 0.88172 -1.96337
H 0.33841 2.96483 -2.49379
H 0.19829 1.39614 -4.86342
H 1.78113 1.52400 -4.06976
H 0.75844 -2.71908 -3.58819
H 2.21668 -2.91150 -2.60643
H 3.51544 -3.71262 -4.49675
H 2.24486 -3.32093 -5.63683
H 5.28873 -0.24323 -4.92083
H 3.91406 0.89493 -4.88486
H 5.54380 0.80944 -1.67598
H 5.19392 1.78369 -3.09111
H 2.84420 1.33653 -1.32830
H 3.36598 2.82349 -2.09642
H 5.34802 2.68732 -0.23573
H 4.14713 1.68210 0.57331
H 2.51350 3.43914 0.57973
H 3.49515 4.46978 -0.46357
H 3.75459 5.13529 1.80031
H 4.24778 3.66021 2.24883
C -2.87425 3.34261 2.83243
C -3.05601 2.96497 1.35066
C -4.18549 3.77672 0.70726
C -5.57709 3.38063 1.19976
C -5.82251 1.88173 1.02863
C -4.73407 1.01619 1.67004
N -3.39826 1.51359 1.18179
O -3.08697 1.05258 0.02739
C -4.82758 1.03712 3.19736
C -4.83270 -0.43181 1.20488
C -1.73151 3.20548 0.63198
H -3.78024 3.74075 3.28852
H -2.54132 2.48685 3.41908
H -2.10563 4.11094 2.91070
H -4.13230 3.64219 -0.37703
H -3.99576 4.83456 0.90982
H -5.71334 3.67431 2.24469
H -6.32683 3.93367 0.63018
H -6.78875 1.58937 1.44889
H -5.85252 1.65184 -0.04055
H -3.96418 0.53686 3.63950
H -5.72432 0.49151 3.49479
H -4.89823 2.03645 3.61823
H -4.86669 -0.50039 0.12189
H -5.72159 -0.91821 1.61209
H -3.93789 -0.95490 1.53595
H -0.93724 2.60995 1.08683
H -1.47634 4.26248 0.73957
H -1.76872 2.95744 -0.42545
C -1.69813 -2.35576 2.24035
C -0.28481 -1.93497 1.80353
C 0.69338 -3.11537 1.80060
C 1.08222 -3.59710 3.19631
C 1.61083 -2.44673 4.04959
C 0.64195 -1.26145 4.12996
N 0.26967 -0.88036 2.72446
O 1.10536 -0.08266 2.17400
C -0.57996 -1.60518 4.98792
C 1.32998 -0.06047 4.76827
C -0.37879 -1.33191 0.40504
H -1.72234 -3.22941 2.89058
H -2.18338 -1.52886 2.75820
H -2.30464 -2.59010 1.36603
H 1.59529 -2.80859 1.26320
H 0.24065 -3.92602 1.22412
H 0.23399 -4.08038 3.69041
H 1.85586 -4.36215 3.10637
H 1.82299 -2.78467 5.06826
H 2.55409 -2.09103 3.62456
H -1.32468 -0.80980 4.92896
H -0.25652 -1.69037 6.02662
H -1.05591 -2.54175 4.71859
H 2.25539 0.18689 4.25647
H 1.55526 -0.30039 5.80943
H 0.67963 0.81517 4.74370
H -1.02746 -0.45349 0.39873
H -0.80862 -2.08089 -0.26211
H 0.59485 -1.04229 0.01808
```

maximum force = 0.629 eV Å⁻¹
energy relative to the best compared isomer or geometry (same formula, charge and spin) = 0.000 eV
calculated total energy = -7404.73039 Ha
E_HOMO (alpha / beta) = -5.51 / -5.51 eV
LUMO level (alpha / beta) = 0.0743 / 0.0736 hartree
spin multiplicity = 3
expectation value of S² = 2.008
net charge = -1
HOMO-LUMO gap (alpha / beta) = 7.5 / 7.5 eV

***

Record 4
A 2-piece molecular cluster, C6H10N2O overall. Source: OMol25; level of theory: ωB97M-V/def2-TZVPD.

XYZ file:
```
19
Properties=species:S:1:pos:R:3
C -1.32052 1.20343 -0.22918
C 0.12712 0.56127 0.50393
C -0.07630 -0.48109 1.63013
C 0.04896 -0.89384 0.19783
C 1.31708 -1.40918 -0.50008
C 1.41646 1.08714 0.07132
H -3.35417 0.67378 -1.00807
H -1.85031 -0.94742 -0.89419
H -0.94722 1.71115 -1.16360
H -1.82646 2.16147 0.35123
H 0.75714 -0.47440 2.30072
H -1.12252 -0.80575 2.14810
H -1.00469 -0.99998 -0.35037
H 2.14560 -2.23666 -0.14799
H 0.99066 -1.53793 -1.62177
H 3.14272 -0.07948 -0.60255
N -2.40387 0.33265 -0.36594
N 2.05912 -0.09546 -0.50685
O 1.90120 2.23027 0.18734
```

maximum force = 6.062 eV Å⁻¹
energy relative to the best compared isomer or geometry (same formula, charge and spin) = 7.116 eV
calculated total energy = -419.12498 Ha
E_HOMO = -8.86 eV
LUMO level = 0.0150 hartree
HOMO-LUMO gap = 9.3 eV

***

Record 5
A 2-piece molecular cluster, C2H2F3N2 overall. Source: OMol25; level of theory: ωB97M-V/def2-TZVPD.

XYZ file:
```
9
Properties=species:S:1:pos:R:3
C -0.20725 -0.45432 1.01772
C 1.45142 0.32195 -0.59373
N -2.24669 -0.27002 -0.16738
N -1.27652 -0.37458 0.46604
F 0.95357 1.35040 -1.21614
F 2.45437 0.53557 0.22148
F 1.61767 -0.71295 -1.27337
H 0.19789 -0.81625 1.89379
H -2.94446 0.42019 -0.34841
```

maximum force = 4.030 eV Å⁻¹
energy relative to the best compared isomer or geometry (same formula, charge and spin) = 3.060 eV
calculated total energy = -486.04718 Ha
E_HOMO (alpha / beta) = -15.56 / -15.56 eV
LUMO level (alpha / beta) = -0.2586 / -0.2586 hartree
net charge = +1
HOMO-LUMO gap (alpha / beta) = 8.5 / 8.5 eV

***

Record 6
A 5-piece molecular cluster, C20H55N5O5 overall. Source: OMol25; level of theory: ωB97M-V/def2-TZVPD.

XYZ file:
```
85
Properties=species:S:1:pos:R:3
C 2.45392 1.46747 -4.18309
C 2.28884 1.48164 -2.65007
C 1.10680 0.60323 -2.14784
O 0.93660 0.75650 -0.71238
C 0.03242 -0.31727 -0.24336
N 3.58352 1.07939 -2.09041
H 1.59019 1.94169 -4.64913
H 2.59598 0.42191 -4.45640
H 3.32111 1.91631 -4.66747
H 2.01653 2.41623 -2.15970
H 1.23248 -0.43926 -2.44031
H 0.20683 1.03669 -2.58404
H -0.88117 -0.52048 -0.80207
H -0.19674 -0.11420 0.80275
H 0.63564 -1.18580 0.02093
H 3.80429 0.09482 -2.04590
H 3.61207 1.43527 -1.14561
C 3.39535 -2.16128 2.15254
C 4.76895 -2.84983 1.82229
C 5.74444 -2.12252 0.83826
O 6.36106 -0.92285 1.44070
C 6.59122 0.07043 0.47023
N 5.54660 -3.22894 2.99798
H 2.86753 -2.42440 1.23586
H 3.42019 -1.07268 2.10321
H 3.02796 -2.52344 3.11272
H 4.53054 -3.81104 1.36694
H 5.35824 -1.94847 -0.16606
H 6.49838 -2.88694 0.65028
H 7.06343 -0.34284 -0.42102
H 7.29070 0.83346 0.81170
H 5.64883 0.56889 0.24321
H 5.97127 -2.34596 3.24314
H 6.30834 -3.80329 2.66637
C -6.52839 1.07117 -1.82301
C -5.47379 1.71175 -2.69622
C -4.05208 2.05520 -2.08715
O -3.88906 1.16651 -1.01956
C -2.98633 1.62879 0.02882
N -5.39022 0.83950 -3.82206
H -7.09179 0.31731 -2.37290
H -7.29715 1.76262 -1.47806
H -6.09011 0.68485 -0.90281
H -5.91986 2.61740 -3.10722
H -3.91042 3.12021 -1.90332
H -3.39396 1.93102 -2.94713
H -2.10354 1.00280 0.15880
H -3.69979 1.55392 0.84946
H -2.70871 2.64939 -0.23464
H -5.07225 -0.08837 -3.58114
H -6.33426 0.54123 -4.02184
C 2.26744 2.73427 0.97060
C 1.17780 2.62137 1.96633
C 1.37933 1.53464 3.08049
O 0.36390 1.65864 4.06704
C -0.03318 0.45805 4.77097
N 0.98043 4.02210 2.57325
H 2.07117 3.19835 0.00405
H 2.57688 1.69422 0.86733
H 3.14423 3.30660 1.27355
H 0.27665 2.22920 1.49490
H 2.35996 1.75503 3.50227
H 1.39572 0.55460 2.60367
H 0.88412 0.17421 5.28681
H -0.34918 -0.22322 3.98095
H -0.75184 0.47019 5.59041
H 0.66006 3.99937 3.53083
H 1.87408 4.45387 2.76052
C -3.00406 -2.16494 -2.08288
C -3.94254 -2.89875 -1.09054
C -3.73067 -2.54177 0.38186
O -2.27673 -2.60737 0.65339
C -1.96703 -2.06418 1.95695
N -5.31744 -2.73336 -1.64932
H -2.01104 -2.36110 -1.67849
H -3.34800 -1.13369 -2.16241
H -3.04074 -2.45703 -3.13237
H -3.81173 -3.97981 -1.13852
H -4.20966 -3.15249 1.14716
H -4.05783 -1.50360 0.43911
H -2.15830 -2.72674 2.80108
H -2.33304 -1.03977 2.02555
H -0.88537 -1.93515 1.99530
H -5.38792 -3.24663 -2.51632
H -5.58608 -1.76291 -1.72779
```

maximum force = 3.090 eV Å⁻¹
energy relative to the best compared isomer or geometry (same formula, charge and spin) = 4.266 eV
calculated total energy = -1444.73841 Ha
E_HOMO = -9.01 eV
LUMO level = 0.0237 hartree
SMILES = COC[C@H](C)N.COC[C@H](C)N.COC[C@H](C)N.COC[C@H](C)N.COC[C@H](C)N
HOMO-LUMO gap = 9.6 eV

***

- The highest energy relative to the best compared isomer or geometry (same formula, charge and spin) belongs to which entry?
  C6H10N2O